P | The following is a DFT calculation (ωB97M-V/def2-TZVPD) of a 2-piece molecular cluster, C4H11OP overall.

## Properties
E_HOMO (alpha / beta) (eV): -7.6 / -7.9
Multiplicity: 1
Frontier orbital gap (alpha / beta) (eV): 7.2 / 8.1

Cartesian coordinates (Å):
P -1.7714 1.4518 -0.0708
O -0.0318 -1.7404 0.8470
C 1.0668 0.1911 -0.0612
C -0.0476 -0.7889 -0.1831
C -0.2620 -1.3303 -1.5793
C 0.9972 1.1472 1.1532
H -3.0470 1.2146 -0.7164
H 2.0411 -0.2473 -0.1787
H -0.9301 -0.6409 -2.1108
H 0.7510 -1.6890 -2.0001
H 0.0210 1.2905 1.5586
H 0.2751 -1.3934 1.6408
H 1.0362 0.6971 -1.0132
H -2.2267 1.0528 1.3106
H 1.2827 2.1361 0.8058
H 1.6754 0.8939 1.9249
H -0.8300 -2.2448 -1.3273


Q | The following is a DFT calculation (ωB97M-V/def2-TZVPD) of one molecule with the formula C4H11OP.

## Properties
SMILES: CC(C)P(C)O
E_HOMO (eV): -8.7
Multiplicity: 1
Frontier orbital gap (eV): 9.8

Cartesian coordinates (Å):
P -1.2811 -0.4151 -0.5651
O -1.9262 -1.1299 0.8106
C -1.9207 1.2302 -0.0815
C 1.3055 0.9587 0.1962
C 0.5830 -0.3885 0.1916
C 1.3453 -1.4287 -0.5729
H 0.6551 -2.3335 -0.8238
H -1.6393 1.7139 0.8757
H 1.2451 1.5699 -0.6911
H 2.3300 -1.5303 -0.0030
H -3.0449 1.3892 -0.1650
H 1.0389 1.4880 1.0097
H -1.8745 -2.0269 0.7127
H 2.2933 0.6750 0.2713
H 1.6518 -1.0280 -1.5589
H -1.3698 1.9722 -0.8081
H 0.6087 -0.7162 1.2016


Of them, the most stable is Q and the least stable is P.


P | The following is a DFT calculation (ωB97M-V/def2-TZVPD) of one molecule with the formula C25H28N2O3.

## Properties
SMILES: C=CCNC(=O)/C(=C\C=C\c1ccccc1)NC(=O)c1ccc(OCCCC)cc1
E_HOMO (eV): -7.6
Multiplicity: 1
Frontier orbital gap (eV): 7.5

Cartesian coordinates (Å):
O 6.5317 -1.0921 0.1503
O -0.9571 -2.9824 0.2983
O 0.7715 1.4848 -0.5539
N 0.2107 -0.6980 -0.2148
N -2.8737 -2.3427 -0.7100
C -1.1776 -0.6857 -0.2114
C -1.9164 0.4492 -0.2275
C -7.6407 1.2489 0.5015
C 9.3904 2.9107 0.8686
C 2.9464 -1.1927 0.5273
C -6.3019 0.9641 0.3230
C 7.9044 0.9017 0.5316
C -4.6853 -3.7680 0.1630
C 7.5914 -0.3048 -0.3552
C 2.5207 -0.0725 -0.1881
C -3.3273 0.5725 -0.0399
C 4.2876 -1.4863 0.6230
C 1.0980 0.3341 -0.3271
C -7.2258 3.5564 0.0163
C -3.4755 -3.6546 -0.7219
C -5.8868 3.2745 -0.1643
C 9.0673 1.7189 -0.0240
C -5.3931 1.9739 -0.0117
C 4.8281 0.4481 -0.6969
C -4.9463 -2.9879 1.1946
C -1.6704 -2.0990 -0.1569
C -3.9792 1.7398 -0.2103
C -8.1106 2.5440 0.3509
C 5.2490 -0.6783 0.0067
C 3.4817 0.7411 -0.7807
H 4.6288 -2.3463 1.1774
H 2.2408 -1.8284 1.0423
H 9.9486 1.0798 -0.1122
H 8.4499 -0.9825 -0.3738
H -8.3263 0.4545 0.7598
H -3.7456 -3.9199 -1.7502
H 8.8150 2.0736 -1.0262
H -5.2016 4.0689 -0.4245
H -4.2815 -2.1931 1.4916
H 3.1489 1.6170 -1.3172
H 9.6663 2.5760 1.8659
H 10.2183 3.4825 0.4567
H 7.3845 0.0123 -1.3849
H 7.0177 1.5335 0.6168
H -9.1588 2.7616 0.4922
H -5.9642 -0.0545 0.4423
H 8.5281 3.5679 0.9550
H -3.3852 -1.5883 -1.1379
H 0.5734 -1.6369 -0.0703
H -5.3530 -4.5778 -0.0971
H -3.4074 2.6012 -0.5328
H -2.7064 -4.3552 -0.3759
H -5.8250 -3.1229 1.8009
H 5.5346 1.1023 -1.1824
H -7.5837 4.5686 -0.1044
H -3.8747 -0.2906 0.3090
H 8.1491 0.5416 1.5330
H -1.3728 1.3772 -0.3398


Q | The following is a DFT calculation (ωB97M-V/def2-TZVPD) of one molecule with the formula C25H28N2O3.

## Properties
SMILES: Cc1ccc(C(=O)/C=C/c2cn(C[C@@H](O)CN3CCOCC3)c3ccccc23)cc1
E_HOMO (eV): -8.0
Multiplicity: 1
Frontier orbital gap (eV): 8.2

Cartesian coordinates (Å):
O -4.7754 -2.7716 1.2100
O 3.6438 1.7950 2.8380
O 4.3604 0.6424 -2.7043
N 2.7668 1.7806 0.1545
N 1.4831 -1.3395 -1.6786
C 2.2670 0.8018 1.1040
C 2.8943 -3.7022 0.7831
C -4.6273 -0.5798 0.3483
C 4.1256 2.1634 0.4898
C -2.6240 -2.1052 0.5689
C 0.5297 -2.4191 0.0689
C 0.5497 -3.2572 1.1828
C -4.0598 -1.8960 0.7512
C -4.5578 1.8230 0.2555
C 3.3666 0.2410 -1.7854
C 2.9127 -2.8692 -0.3146
C -5.8779 -0.5462 -0.2637
C -3.9766 0.6212 0.6156
C 2.3305 1.4096 2.5062
C -1.8635 -1.4200 -0.3020
C -5.7920 1.8584 -0.3818
C 1.7309 -2.2231 -0.6559
C -6.4451 0.6560 -0.6337
C 1.7275 -3.8840 1.5263
C 4.1316 2.7332 1.9104
C 2.5542 1.4406 -1.2343
C -6.4272 3.1596 -0.7654
C 0.1796 -0.9719 -1.6145
C 2.4733 -0.7640 -2.5387
C -0.4706 -1.6086 -0.5768
H 3.5098 3.6406 1.9334
H 2.8538 -0.1324 1.0984
H -6.3896 -1.4789 -0.4493
H -6.8680 3.0951 -1.7584
H 3.1146 -1.5470 -2.9540
H -5.7007 3.9685 -0.7528
H -0.2362 -0.2941 -2.3377
H 1.9833 -0.2477 -3.3667
H 3.7957 -4.2188 1.0767
H -7.4104 0.6681 -1.1197
H 3.8157 -2.7297 -0.8899
H -0.3339 -3.4142 1.7791
H 3.8333 -0.2894 -0.9412
H 4.9641 1.2541 -2.2695
H 1.2314 0.5618 0.8558
H 2.0248 0.6780 3.2553
H -7.2243 3.4055 -0.0632
H -3.0262 0.6154 1.1299
H -2.2240 -2.9431 1.1186
H 5.1476 2.9782 2.2248
H -4.0456 2.7495 0.4750
H 1.7520 -4.5345 2.3877
H 1.6642 2.2839 2.5498
H 4.4603 2.9322 -0.2112
H 2.7987 2.3228 -1.8355
H 1.4849 1.2475 -1.3468
H -2.3313 -0.6499 -0.9057
H 4.8259 1.3100 0.4536


Of them, the most stable is P and the least stable is Q.


P | The following is a DFT calculation (ωB97M-V/def2-TZVPD) of one molecule with the formula C2H4INS.

## Properties
E_HOMO (eV): -8.4
Multiplicity: 1
Frontier orbital gap (eV): 6.5

Cartesian coordinates (Å):
I 0.7722 -0.8762 -2.2061
S -1.2570 0.1401 -2.1657
N 1.1329 -0.6870 0.3549
C 0.3665 0.2125 0.8480
C -0.9898 0.1215 0.6894
H 0.7423 1.1691 1.2345
H 2.1316 -0.5750 0.4956
H -1.3435 -0.4912 -0.1805
H -1.5553 0.9863 0.9301


Q | The following is a DFT calculation (ωB97M-V/def2-TZVPD) of one molecule with the formula C2H4INS.

## Properties
E_HOMO (eV): -8.4
Multiplicity: 1
Frontier orbital gap (eV): 6.7

Cartesian coordinates (Å):
I 2.3714 -0.4132 0.0089
S 2.4373 1.8540 -0.0090
N 0.2911 -0.8748 -0.8736
C -0.7567 -0.5184 -0.0068
C -0.9775 0.6987 0.4709
H -1.6323 -1.1184 0.2151
H -0.2741 1.4299 0.3601
H 0.3649 -1.8567 -1.1393
H -1.8240 0.7989 0.9737


Of them, the most stable is P and the least stable is Q.


P | The following is a DFT calculation (ωB97M-V/def2-TZVPD) of one molecule with the formula C4H6ClFS.

## Properties
SMILES: C=C(SC)[C@@H](F)Cl
E_HOMO (eV): -8.7
Multiplicity: 1
Frontier orbital gap (eV): 9.5

Cartesian coordinates (Å):
Cl 2.2577 -0.6050 -1.0562
S -1.3074 0.0185 -0.8359
F 0.9115 -0.9366 1.2172
C -1.4010 -1.6836 -0.2060
C 0.1506 2.2138 -0.0483
C 0.0593 0.8748 -0.0969
C 1.2878 0.0619 0.3328
H -2.2676 -2.1895 -0.5875
H 1.9847 0.7217 0.8810
H -0.7249 2.8290 -0.1561
H -0.5496 -2.2838 -0.4492
H 1.1131 2.6658 0.0938
H -1.5142 -1.6870 0.9114


Q | The following is a DFT calculation (ωB97M-V/def2-TZVPD) of one molecule with the formula C4H6ClFS.

## Properties
SMILES: C=C(SC)[C@@H](F)Cl
E_HOMO (eV): -8.6
Multiplicity: 1
Frontier orbital gap (eV): 9.1

Cartesian coordinates (Å):
Cl 1.6403 0.3274 -1.9492
S -0.7027 -1.2942 -1.0349
F 2.2176 1.1946 0.4399
C -2.0201 -0.1191 -0.6140
C 0.4364 -0.3150 0.1802
C 0.8108 -0.8656 1.4046
C 1.0479 0.9049 -0.3729
H 1.4732 -0.1774 2.2065
H -2.8877 -0.3503 -1.0833
H -2.0311 0.0671 0.5564
H -1.1981 0.6953 -0.8750
H 0.7475 -2.0107 1.6993
H 0.4660 1.9429 -0.5576


Of them, the most stable is P and the least stable is Q.